DFT (the ωB97M-V functional and the def2-TZVPD basis) results for a 24-piece molecular cluster, C5H55NO25 overall in a non-equilibrium geometry.

Values from the calculation:
E_tot: -58755.2016 eV

```
! RIJCOSX wB97M-V def2-TZVPD def2/J DEFGRID3
* xyz 0 1
N 4.72242 1.41410 2.84512
C 4.60361 0.00711 2.38657
C 3.11557 -0.51777 2.19796
C 1.94618 0.00223 3.15995
C 1.60023 1.35539 2.34896
C 2.15928 1.06622 0.86385
O 2.29172 1.82797 -0.09987
O 2.54550 -0.30686 0.88278
H 4.32218 2.08477 2.17932
H 5.70611 1.65801 3.03294
H 5.14098 -0.19739 1.39432
H 5.11271 -0.65042 3.16868
H 3.16581 -1.63863 2.40280
H 2.35987 0.06950 4.20808
H 1.13826 -0.80125 3.08538
H 2.19267 2.13154 2.92813
H 0.48657 1.66031 2.39495
O -1.27607 -0.49524 2.69486
H -2.20669 -0.23019 2.69551
H -1.15539 -0.92310 1.83706
O 2.00328 -3.15545 3.83149
H 2.39932 -3.74728 4.48056
H 1.83749 -3.72445 3.07068
O 6.11158 -0.32220 5.27646
H 5.69939 0.54324 5.15060
H 5.88299 -0.56067 6.18248
O -4.00887 0.61973 1.67664
H -4.92199 0.64764 1.36877
H -3.70680 1.53051 1.58775
O 1.27942 -1.78931 -1.57173
H 1.26014 -1.53626 -2.50201
H 1.86904 -1.14101 -1.16504
O -4.77085 1.26794 -0.87278
H -5.60039 1.62659 -1.21573
H -4.19151 1.24079 -1.64422
O -3.96184 -1.55998 -1.55535
H -4.66413 -2.21211 -1.46527
H -4.21922 -0.85222 -0.94708
O -7.62429 1.43163 -1.87216
H -8.40045 1.62407 -2.41078
H -7.68886 0.48102 -1.69945
O -2.29998 0.71113 5.42070
H -3.22708 0.97553 5.42091
H -2.17791 0.28472 4.56391
O -7.18604 -1.44678 -0.64909
H -6.78633 -2.04471 -0.00654
H -7.36340 -2.00927 -1.41344
O -3.35123 -2.21317 -4.63888
H -3.74824 -1.52332 -4.09247
H -2.51703 -2.40831 -4.19659
O 5.44389 -1.93799 0.03078
H 4.51188 -1.67730 0.03175
H 5.56837 -2.35631 -0.82963
O -3.92391 -0.21468 -7.23399
H -3.51250 -0.81086 -6.59419
H -4.09533 -0.77710 -7.99921
O 7.70276 -2.68997 3.86242
H 7.30262 -1.99453 4.40126
H 8.53167 -2.88787 4.31201
O 4.80606 -3.48871 2.47034
H 5.54586 -3.66636 3.06523
H 5.20731 -2.99133 1.74360
O 0.52942 1.56219 -2.45559
H -0.26613 2.08821 -2.32148
H 1.03822 1.69232 -1.64136
O -2.43846 -1.91653 -9.28720
H -1.69536 -2.10048 -8.69545
H -2.04228 -1.41994 -10.00986
O -7.40551 2.68743 0.86685
H -8.33094 2.95414 0.88291
H -7.29709 2.26982 0.00176
O 3.16938 3.75778 2.05729
H 2.95565 3.59674 1.12559
H 3.28875 4.71465 2.10845
O -1.07137 2.21090 1.21680
H -1.84219 2.40326 0.66899
H -1.13850 1.26587 1.39970
O 0.57002 0.82401 -5.58808
H -0.22640 1.34952 -5.45677
H 1.07181 0.95528 -4.77313
O 0.27212 -2.36650 -8.94312
H 1.01072 -2.54974 -8.35091
H 0.67047 -1.86920 -9.66668
O 0.65205 5.42974 2.99411
H 1.05232 4.84599 3.64868
H 0.48692 4.85316 2.23843
*
```